--- i ---
This record from the OMol25 dataset describes a 4-piece molecular cluster, C3H15NO3 overall. The level of theory is ωB97M-V/def2-TZVPD.

XYZ file:
```
22
Properties=species:S:1:pos:R:3:lowdin_charge:R:1
C -1.106 -0.285 -0.471 -0.309
C -1.531 -1.883 -0.314 -0.247
C -2.261 -2.446 -1.582 -0.155
N -0.158 0.082 -1.506 -0.030
H -0.735 -0.165 0.573 0.090
H -2.044 0.241 -0.493 0.086
H -2.185 -1.979 0.481 0.048
H -0.474 -2.403 -0.123 0.126
H -1.726 -2.166 -2.506 0.034
H -3.313 -1.819 -1.779 0.125
H -2.302 -3.601 -1.537 0.082
H -0.692 0.458 -2.444 0.143
H 0.280 -0.721 -1.908 0.029
H 2.977 2.121 0.960 0.011
H 1.766 3.025 1.444 0.019
O 2.507 2.940 0.773 -0.083
H 2.557 -0.234 0.724 -0.024
H 2.282 -1.231 -0.307 -0.011
O 2.906 -0.624 -0.013 0.016
H 1.402 2.868 3.475 0.020
H 1.100 4.361 3.414 0.092
O 0.751 3.463 3.137 -0.062
```

Summary:
Lowest unoccupied orbital energy ... 0.017 Eh
Charge ... 0
Highest occupied orbital energy ... -9.289 eV
Kohn-Sham gap ... 0.3580 hartree

---

--- ii ---
This record from the OMol25 dataset describes a 4-piece molecular cluster, C3H15NO3 overall. The level of theory is ωB97M-V/def2-TZVPD.

XYZ file:
```
22
Properties=species:S:1:pos:R:3:lowdin_charge:R:1
C -0.238 -0.815 1.698 -0.094
C -1.515 -1.136 0.985 -0.317
N -1.485 -1.010 -0.479 -0.174
C -2.624 -1.525 -1.221 -0.121
H -0.386 -1.118 2.742 0.078
H -0.278 0.277 1.603 0.074
H 0.648 -1.352 1.332 0.085
H -2.340 -0.465 1.271 0.121
H -1.804 -2.160 1.273 0.107
H -0.700 -1.603 -0.743 0.119
H -2.327 -1.684 -2.255 0.084
H -2.819 -2.552 -0.838 0.081
H -3.557 -0.999 -1.075 0.078
H 0.922 1.402 -0.882 -0.001
H 2.030 1.786 0.301 0.014
O 1.762 1.212 -0.409 -0.085
H 3.859 0.510 1.298 0.032
H 3.590 1.466 0.163 -0.011
O 4.259 1.246 0.825 -0.064
H -1.271 2.154 -0.889 0.052
H -1.183 0.652 -1.215 0.021
O -0.717 1.519 -1.347 -0.078
```

Summary:
Lowest unoccupied orbital energy ... 0.024 Eh
Charge ... 0
Highest occupied orbital energy ... -9.666 eV
Kohn-Sham gap ... 0.3793 hartree

---

It is ii that is most stable; the runner-up trails by 1.328 eV.